[1]
16
Properties=species:S:1:pos:R:3:forces:R:3 method="wB97M-V/def2-TZVPD" smiles="CNCC(=O)OC" homo_lumo_gap_ha=0.362 de_lowest_kcal_mol=42.26 homo_energy_ev=-9.06 fmax_ha_per_bohr=0.0124 e_tot_ev=-9878.228
C 2.37330 0.74225 0.72130 0.2 0.0 0.1
N 0.98729 1.08741 0.47197 0.1 0.2 -0.2
C 0.20254 -0.03796 0.03735 -0.1 -0.1 0.1
C -0.68182 0.26993 -1.14368 0.1 0.2 -0.1
O -0.38854 1.04932 -2.01558 -0.2 -0.4 0.4
O -1.83000 -0.42788 -1.21435 -0.1 0.1 -0.1
C -2.41127 -1.14796 -0.12262 -0.2 -0.1 0.1
H 2.40918 -0.12898 1.38547 0.0 0.2 0.0
H 2.87035 1.56745 1.23684 0.0 -0.1 -0.1
H 2.94016 0.48566 -0.19038 -0.1 0.1 0.1
H 0.90184 1.83551 -0.20561 0.2 -0.1 -0.1
H -0.42156 -0.37024 0.85925 0.3 0.0 0.1
H 0.80942 -0.90374 -0.28246 0.0 0.1 0.1
H -2.60168 -2.16289 -0.46445 -0.1 0.0 -0.1
H -3.34065 -0.64272 0.13631 -0.1 -0.1 -0.1
H -1.81858 -1.21515 0.79064 -0.1 0.0 -0.4



[2]
16
Properties=species:S:1:pos:R:3:forces:R:3 method="wB97M-V/def2-TZVPD" smiles="CON=C=O.CC" homo_lumo_gap_ha=0.399 de_lowest_kcal_mol=86.80 homo_energy_ev=-10.42 fmax_ha_per_bohr=0.0193 e_tot_ev=-9876.297
C 2.10487 -1.99188 0.09331 0.1 0.0 0.0
C 1.16700 -1.60278 -1.04980 0.0 0.0 0.0
N -1.08298 0.55749 0.38875 0.7 0.1 0.0
C 0.07142 0.92241 0.64671 0.5 0.0 0.0
O 1.21218 1.14312 0.76252 -1.0 -0.1 0.0
O -2.13809 1.14369 1.10611 -0.1 0.1 0.1
C -2.64964 2.22491 0.33724 -0.1 0.2 -0.1
H 1.83264 -2.96660 0.51555 0.1 0.2 -0.1
H 3.14476 -2.05826 -0.24941 -0.2 0.0 0.1
H 2.07360 -1.25085 0.90043 0.0 -0.2 -0.1
H 1.40838 -0.60308 -1.43398 0.0 -0.2 0.0
H 1.24455 -2.30903 -1.88473 0.0 0.1 0.1
H 0.11927 -1.58749 -0.72393 0.2 0.0 -0.1
H -3.52718 2.57040 0.88678 0.1 0.0 -0.1
H -1.90632 3.03209 0.26148 -0.2 -0.1 0.0
H -2.93540 1.89099 -0.66645 0.0 0.0 0.2



[3]
16
Properties=species:S:1:pos:R:3:forces:R:3 method="wB97M-V/def2-TZVPD" smiles="C[C@@H](CO)NC=O" homo_lumo_gap_ha=0.391 de_lowest_kcal_mol=18.06 homo_energy_ev=-9.90 fmax_ha_per_bohr=0.0080 e_tot_ev=-9879.278
C 0.16264 0.59763 -1.75429 0.0 0.0 0.0
C 0.34690 0.13230 -0.31376 0.1 0.1 0.0
C 0.02487 1.25528 0.68315 -0.1 0.1 -0.3
O 0.59602 1.07883 1.94932 0.0 -0.1 0.1
N -0.48825 -1.05937 -0.11594 0.0 -0.1 0.1
C -0.40854 -1.88400 0.94796 0.1 0.0 0.1
O 0.26433 -1.68562 1.94969 -0.2 0.0 -0.4
H 0.41115 -0.19837 -2.46438 0.0 0.1 0.1
H 0.81414 1.45049 -1.96230 -0.1 -0.1 0.0
H -0.87334 0.91219 -1.93415 0.1 0.0 0.0
H 1.39163 -0.15987 -0.14577 -0.1 0.0 0.0
H 0.43385 2.19310 0.28553 -0.1 -0.1 0.0
H -1.07320 1.36703 0.72843 0.1 0.0 0.0
H 0.51375 0.13731 2.18491 0.1 0.1 0.0
H -1.09018 -1.34468 -0.87421 0.1 0.0 0.1
H -1.02578 -2.79227 0.83580 0.0 0.1 0.0



[4]
16
Properties=species:S:1:pos:R:3:forces:R:3 method="wB97M-V/def2-TZVPD" homo_lumo_gap_ha=0.372 de_lowest_kcal_mol=63.51 homo_energy_ev=-9.20 fmax_ha_per_bohr=0.0916 e_tot_ev=-9877.307
C 0.89018 -1.55345 -0.14057 -0.7 -0.7 0.8
C 1.66445 -0.68862 0.85305 -0.3 -0.2 0.2
N 0.97765 0.62597 0.76055 -0.4 0.1 -0.2
C -0.32961 0.53371 0.37527 -0.9 1.1 1.3
O -1.17515 -0.23596 0.85272 0.2 1.2 0.1
O -0.66790 1.42174 -0.54764 0.1 0.3 -0.2
C -2.03628 1.35159 -0.95703 -0.2 0.1 -0.2
H 1.06761 -2.61687 -0.04438 0.3 -0.3 0.2
H -0.37040 -1.35605 0.38961 3.7 -1.3 -2.5
H 1.27980 -1.28145 -1.16396 -1.3 0.0 0.7
H 1.56400 -1.08952 1.86354 0.0 0.1 0.0
H 2.74094 -0.49636 0.69532 -0.5 -0.2 -0.2
H 1.48610 1.35029 0.26758 -0.1 -0.2 0.0
H -2.14288 2.15286 -1.68432 -0.1 -0.1 0.0
H -2.24393 0.37989 -1.41345 0.0 0.2 0.1
H -2.70457 1.50222 -0.10630 0.1 0.0 -0.1



[5]
16
Properties=species:S:1:pos:R:3:forces:R:3 method="wB97M-V/def2-TZVPD" homo_lumo_gap_ha=0.162 de_lowest_kcal_mol=189.01 homo_energy_ev=-8.46 fmax_ha_per_bohr=0.0665 e_tot_ev=-9871.864
C -0.93384 0.73018 -0.94973 -0.1 -0.7 -0.7
N -1.44441 1.46597 0.17457 1.4 -0.1 0.8
C 1.65860 -1.11069 0.24161 0.8 1.4 0.5
C 1.38248 -1.84485 -0.91806 -1.9 -2.1 -2.0
O 0.58986 -1.51133 -1.81054 1.0 0.0 0.7
C -0.89398 0.86793 1.50274 -2.4 -0.2 -1.9
O 0.40692 0.90309 1.56563 1.0 0.1 0.3
H -1.36492 1.04292 -1.90702 -0.1 0.1 0.2
H 0.15099 0.68727 -1.11019 0.1 0.7 0.3
H -1.14577 -0.33087 -0.81398 -0.5 0.1 0.0
H -1.05767 2.40964 0.16049 -0.2 0.0 -0.1
H 2.49056 -1.46945 0.83399 -0.2 0.2 0.3
H 1.77601 -2.87069 -1.00717 0.5 0.2 0.1
H 1.14294 -0.17884 0.44031 0.4 0.3 0.2
H -1.55524 1.40460 2.20515 0.7 -0.3 0.7
H -1.20254 -0.19488 1.39219 -0.4 0.2 0.4



[6]
16
Properties=species:S:1:pos:R:3:forces:R:3 method="wB97M-V/def2-TZVPD" homo_lumo_gap_ha=0.316 de_lowest_kcal_mol=91.57 homo_energy_ev=-7.80 fmax_ha_per_bohr=0.0090 e_tot_ev=-9876.090
C 1.96973 0.36885 0.98476 0.1 0.0 0.0
C 0.81023 0.55213 0.04878 0.0 0.0 0.3
O 1.10087 -0.91635 -1.04673 -0.1 0.1 0.0
C -0.48497 0.17989 0.70639 0.0 0.0 0.0
N -1.69496 0.43943 -0.08315 0.0 0.0 -0.1
C -2.09404 -0.32531 -1.10684 0.1 -0.2 0.0
O -1.51896 -1.33739 -1.50966 -0.1 0.3 0.2
H 2.01602 1.28483 1.58970 0.0 -0.1 0.0
H 2.91473 0.31446 0.43516 -0.2 0.0 0.1
H 1.91826 -0.49465 1.66949 -0.1 0.1 -0.1
H 1.16114 -0.08369 -1.56117 0.1 -0.3 -0.4
H 0.19757 -1.27186 -1.25633 0.0 0.1 0.0
H -0.53118 -0.86237 1.05909 0.1 0.1 -0.1
H -0.55830 0.81811 1.59548 0.0 -0.1 -0.1
H -2.17720 1.31455 0.05341 0.0 -0.1 0.0
H -3.02895 0.01937 -1.57839 0.1 0.0 0.0



[7]
16
Properties=species:S:1:pos:R:3:forces:R:3 method="wB97M-V/def2-TZVPD" homo_lumo_gap_ha=0.371 de_lowest_kcal_mol=77.25 homo_energy_ev=-9.45 fmax_ha_per_bohr=0.0046 e_tot_ev=-9876.711
C 1.24110 0.00120 1.57783 0.1 0.0 0.0
C 0.04879 -0.22785 0.67438 0.0 0.1 0.0
O -0.75428 -1.18092 1.01376 0.0 0.1 -0.1
C -0.63902 1.03104 0.02104 0.0 0.1 0.2
N -0.70529 0.76967 -1.41554 0.1 0.0 0.0
C -0.35036 -0.58930 -1.61634 -0.1 0.0 -0.1
O -1.17031 -1.53355 -1.27415 0.0 0.1 -0.1
H 2.01633 0.60628 1.09859 -0.1 -0.1 0.0
H 1.65671 -0.96050 1.88734 -0.1 0.1 0.0
H 0.89456 0.52849 2.47443 0.0 -0.1 -0.1
H 0.56181 -0.61895 -0.53194 0.1 -0.1 0.0
H -1.23384 -1.49075 -0.14079 0.1 0.0 0.1
H -1.63178 1.11335 0.47032 0.1 0.0 -0.1
H -0.09384 1.96098 0.21498 -0.1 -0.1 0.0
H -0.07940 1.37442 -1.93398 -0.1 -0.1 0.1
H 0.23884 -0.78359 -2.51993 0.0 0.0 0.2



[8]
16
Properties=species:S:1:pos:R:3:forces:R:3 method="wB97M-V/def2-TZVPD" homo_lumo_gap_ha=0.341 de_lowest_kcal_mol=87.22 homo_energy_ev=-9.16 fmax_ha_per_bohr=0.0080 e_tot_ev=-9876.279
C -2.11329 0.42467 0.58305 0.0 0.0 0.0
C -0.99033 -0.52376 0.18169 0.0 -0.1 0.0
N 0.23322 0.17520 -0.22519 0.0 0.1 0.0
C 1.12886 0.67647 0.83882 0.1 0.1 0.2
O 0.70521 0.98758 1.93433 0.1 -0.1 -0.4
O 2.29710 0.64818 0.34115 -0.1 0.1 0.3
C 1.88591 -0.59312 -1.16215 -0.1 -0.3 -0.3
H -2.40129 1.06783 -0.25766 0.0 -0.1 0.1
H -2.99615 -0.14461 0.89210 0.1 0.1 0.0
H -1.78396 1.05262 1.41459 -0.1 -0.1 -0.1
H -0.72109 -1.17055 1.02148 0.0 0.1 -0.1
H -1.29745 -1.16670 -0.65317 0.0 0.1 0.1
H 0.01404 0.95523 -0.84496 0.0 -0.1 0.1
H 2.80417 -0.14058 -1.52691 -0.2 0.0 0.1
H 2.05116 -1.48051 -0.56222 0.0 0.2 0.0
H 1.18391 -0.76795 -1.97494 0.1 0.0 0.1